1.
7
Properties=species:S:1:pos:R:3 method="wB97M-V/def2-TZVPD" energy_ha=-340.60079 charge=-1 largest_force_ev_per_a=3.5 smiles="O=C1O/C1=C/[O-]" e_above_lowest_kcal_mol=51.29
C -0.312 0.561 0.059
C -1.706 0.359 -0.062
C -3.072 0.036 -0.045
O -4.265 0.406 0.054
O -2.393 -1.109 0.044
O 0.336 1.676 -0.091
H 0.276 -0.327 0.273

=====

2.
12
Properties=species:S:1:pos:R:3 method="wB97M-V/def2-TZVPD" energy_ha=-666.29385 charge=0 largest_force_ev_per_a=4.7 multiplicity=3 e_above_lowest_kcal_mol=79.14
C 1.047 0.969 1.641
C 1.464 0.670 0.429
C -1.079 -0.562 -1.578
O 1.419 0.069 -2.085
O 1.094 -1.787 -0.559
S 0.775 -0.411 -0.895
H 1.706 1.459 2.416
H 0.091 0.614 2.188
H 2.506 0.952 -0.047
H -0.880 -1.274 -2.335
H -1.652 -1.086 -0.792
H -1.492 0.395 -1.893

=====

3.
10
Properties=species:S:1:pos:R:3 method="wB97M-V/def2-TZVPD" energy_ha=-470.11820 charge=+1 largest_force_ev_per_a=3.0 e_above_lowest_kcal_mol=13.95
C 0.750 -0.008 -0.184
C 2.125 -0.019 0.134
C -2.314 -0.102 -0.081
N -0.380 0.085 -0.346
F -2.676 -0.349 -1.266
F -2.613 1.103 0.250
F -2.417 -1.015 0.845
H 2.422 1.011 0.281
H 2.803 -0.337 -0.776
H 2.300 -0.368 1.142

=====

4.
23
Properties=species:S:1:pos:R:3 method="wB97M-V/def2-TZVPD" energy_ha=-363.39094 charge=0 largest_force_ev_per_a=4.9 e_above_lowest_kcal_mol=248.59
C 1.419 -3.484 -0.156
N 3.044 -0.515 1.211
C 1.368 -2.135 0.108
C 0.368 -1.004 -0.237
C -0.564 -0.519 0.944
N -1.635 1.387 -1.162
C -1.408 2.765 -0.853
N -2.643 3.366 -0.037
H 2.287 -4.100 0.122
H 0.624 -3.968 -0.666
H 3.522 0.092 0.572
H 3.651 -0.893 1.905
H 2.244 -1.566 0.681
H -0.409 -1.418 -0.906
H 0.894 -0.218 -0.784
H -1.063 -1.479 1.107
H -1.337 0.234 0.925
H 0.029 -0.363 1.797
H -1.949 1.296 -2.105
H -1.568 3.332 -1.770
H -0.469 3.064 -0.417
H -3.347 3.398 -0.807
H -3.055 2.727 0.526

=====

5.
19
Properties=species:S:1:pos:R:3 method="wB97M-V/def2-TZVPD" energy_ha=-717.94819 charge=0 largest_force_ev_per_a=4.1 e_above_lowest_kcal_mol=7.80
C 0.380 -1.008 -1.066
C -0.405 0.306 -1.098
C 1.734 -0.868 -0.371
C 1.695 1.556 -0.073
C 0.942 -0.966 3.013
C -1.627 0.615 -0.594
N 2.117 0.420 -0.149
N -2.394 -0.223 0.136
O 1.861 -1.213 3.625
O 1.495 2.666 -0.024
O 0.123 -0.705 2.240
O -2.125 1.923 -0.621
O 2.573 -1.732 -0.182
H 0.579 -1.499 -2.072
H 0.082 1.188 -1.683
H -0.266 -1.895 -0.609
H -1.768 -0.973 0.434
H -3.357 -0.234 0.158
H -1.639 2.643 -1.064

=====

6.
12
Properties=species:S:1:pos:R:3 method="wB97M-V/def2-TZVPD" energy_ha=-534.77962 charge=+1 largest_force_ev_per_a=5.2 multiplicity=5 e_above_lowest_kcal_mol=0.00
C 0.813 -1.626 -0.223
O 1.415 -1.847 -1.263
O 0.572 -2.426 0.726
C 0.014 -0.278 -0.135
O -0.721 -0.006 0.801
O 0.377 0.585 -1.034
C -0.007 1.954 -0.847
H 0.426 2.334 0.085
H 0.391 2.494 -1.709
H -1.099 2.036 -0.808
Rh -0.932 -2.946 1.833
Li -1.249 -0.273 2.574

=====

7.
26
Properties=species:S:1:pos:R:3 method="wB97M-V/def2-TZVPD" energy_ha=-461.00142 charge=0 largest_force_ev_per_a=1.7 smiles="CC1(C)N[C@]1(N)O.C=CC" e_above_lowest_kcal_mol=64.27
C 1.462 -0.298 -0.609
C 1.151 1.976 0.613
C 0.980 1.113 -0.611
N 2.203 0.590 -1.459
N 2.043 -0.815 0.609
C -0.070 1.483 -1.601
O 0.745 -1.291 -1.268
H -0.067 -1.455 -0.769
H 3.155 0.749 -1.142
H 0.284 0.910 -2.500
H 2.852 -0.276 0.894
H 2.347 -1.768 0.438
H 2.122 2.472 0.608
H 0.372 2.732 0.650
H 1.086 1.370 1.517
H -0.085 2.546 -1.809
H -1.059 1.118 -1.297
C -3.162 -1.164 0.319
C -1.895 -0.791 1.017
C -1.027 -1.655 1.517
H -1.668 0.268 1.040
H -4.017 -0.705 0.816
H -3.152 -0.803 -0.711
H -3.302 -2.243 0.309
H -1.203 -2.720 1.470
H -0.095 -1.341 1.958

=====

8.
18
Properties=species:S:1:pos:R:3 method="wB97M-V/def2-TZVPD" energy_ha=-347.62272 charge=0 largest_force_ev_per_a=5.8 multiplicity=3 e_above_lowest_kcal_mol=108.05
C 0.564 0.246 1.070
C 0.208 -0.943 0.674
C -0.725 -0.960 -0.532
C -0.982 0.445 -1.171
C 0.774 2.488 -0.860
C -0.102 1.471 -0.359
C 0.436 -2.261 1.413
O -0.474 2.750 -0.059
H 1.288 0.731 1.714
H -0.105 -1.553 -1.243
H -1.661 -1.434 -0.293
H -0.865 0.524 -2.231
H -2.085 0.782 -0.812
H 1.636 2.867 -0.260
H 0.530 2.686 -1.844
H 1.115 -2.936 0.807
H -0.516 -2.814 1.662
H 0.965 -2.090 2.324